# 1
This record from the OMol25 dataset describes a 2-piece molecular cluster, C6H13NO2 overall. The level of theory is the ωB97M-V functional and the def2-TZVPD basis.

Calculated values
**LUMO level**: 0.36 eV
**SMILES**: C=C(O)C(C)=O.CCN
**Spin multiplicity**: 1
**Gap between HOMO and LUMO**: 9.457 eV
**E**: -441.6226 Eh
**Highest occupied orbital energy**: -9.10 eV

Geometry as XYZ:
```
22
Properties=species:S:1:pos:R:3:nbo_charge:R:1
C -1.806 -0.829 0.102 -0.21
C -2.381 0.581 -0.054 -0.63
N -1.412 -1.168 1.459 -0.84
H -2.227 -1.152 2.065 0.35
H -0.775 -0.457 1.808 0.36
H -2.539 -1.572 -0.227 0.18
H -0.919 -0.927 -0.531 0.18
H -3.284 0.693 0.544 0.20
H -1.649 1.313 0.281 0.22
H -2.627 0.781 -1.094 0.20
C 2.037 -0.784 1.100 -0.73
C 1.570 0.519 -1.012 0.19
C 1.421 0.427 0.471 0.55
C 1.041 1.535 -1.694 -0.44
O 2.269 -0.503 -1.575 -0.68
O 0.818 1.272 1.095 -0.54
H 2.312 -0.379 -2.531 0.49
H 1.423 -1.648 0.846 0.26
H 2.066 -0.674 2.180 0.23
H 3.033 -0.953 0.700 0.24
H 0.503 2.302 -1.170 0.23
H 1.127 1.624 -2.764 0.20
```


# 2
This record from the OMol25 dataset describes the molecule C6H13NO2. The level of theory is the ωB97M-V functional and the def2-TZVPD basis.

Calculated values
**LUMO level**: 0.69 eV
**Spin multiplicity**: 1
**Gap between HOMO and LUMO**: 7.233 eV
**E**: -441.4923 Eh
**Highest occupied orbital energy**: -6.54 eV

Geometry as XYZ:
```
22
Properties=species:S:1:pos:R:3:nbo_charge:R:1
C -0.565 -1.110 -1.446 -0.42
C -1.039 -0.962 0.929 -0.42
N -0.228 -0.420 -0.182 -0.35
C -0.233 1.221 -0.315 0.33
C -0.996 1.808 -1.311 -0.82
O -0.303 1.790 0.969 -0.74
H -1.175 2.207 1.015 0.49
H 0.066 -0.740 -2.247 0.24
H -1.614 -0.942 -1.678 0.22
H -0.374 -2.175 -1.323 0.21
H -0.812 -0.432 1.847 0.23
H -2.099 -0.847 0.698 0.22
H -0.810 -2.021 1.047 0.21
H -1.114 2.884 -1.274 0.22
H -1.129 1.336 -2.272 0.20
C 1.873 -0.347 1.448 -0.73
C 1.440 -0.414 0.003 0.67
O 2.079 -0.942 -0.876 -0.57
H 1.024 1.140 -0.401 0.07
H 2.929 -0.076 1.453 0.25
H 1.311 0.383 2.021 0.25
H 1.770 -1.342 1.893 0.23
```


# 3
This record from the OMol25 dataset describes a 2-piece molecular cluster, C6H13NO2S overall. The level of theory is the ωB97M-V functional and the def2-TZVPD basis.

Calculated values
**LUMO level (spin up / spin down)**: -2.34 / -1.60 eV
**Spin multiplicity**: 1
**Gap between HOMO and LUMO (spin up / spin down)**: 5.681 / 6.982 eV
**E**: -839.6260 Eh
**Highest occupied orbital energy (spin up / spin down)**: -8.02 / -8.58 eV

Geometry as XYZ:
```
23
Properties=species:S:1:pos:R:3:nbo_charge:R:1
C 0.843 0.960 0.784 -0.39
C -3.267 -1.380 -0.612 0.57
C -2.502 -2.011 -1.802 -0.72
C 3.337 0.734 1.109 -0.59
C -1.311 2.242 -0.646 -0.81
C 2.084 0.126 0.497 -0.47
N -4.399 -1.767 -0.110 -0.77
O -2.572 -0.445 -0.132 -0.61
O 0.167 0.192 -1.559 -0.92
S -0.452 0.691 -0.332 1.58
H 0.724 1.134 1.861 0.23
H -2.253 -3.041 -1.500 0.22
H -3.126 -2.064 -2.714 0.22
H -1.550 -1.424 -2.015 0.23
H 4.174 0.019 1.093 0.22
H 3.034 0.874 2.225 0.19
H 3.737 1.746 0.758 0.21
H -2.386 2.091 -0.601 0.28
H -1.087 2.869 0.261 0.25
H -0.970 2.608 -1.634 0.27
H 2.221 -0.152 -0.467 0.24
H 2.180 -0.822 1.078 0.23
H -4.912 -2.404 -0.678 0.34
```


# 4
This record from the OMol25 dataset describes C6H13NO3 as an isolated structure. The level of theory is the ωB97M-V functional and the def2-TZVPD basis.

Calculated values
**LUMO level**: 0.41 eV
**Spin multiplicity**: 1
**Gap between HOMO and LUMO**: 9.396 eV
**E**: -516.7842 Eh
**Highest occupied orbital energy**: -8.98 eV

Geometry as XYZ:
```
23
Properties=species:S:1:pos:R:3:nbo_charge:R:1
C -1.279 -1.636 -1.557 -0.62
C -0.917 -0.248 -1.054 -0.22
N -0.271 -0.186 0.267 -0.66
C 1.085 -0.721 0.288 -0.35
C 2.136 0.070 -0.486 0.58
C 2.077 1.568 -0.409 -0.73
O 3.016 -0.521 -1.078 -0.54
H -0.395 -2.278 -1.668 0.21
H -1.984 -2.131 -0.875 0.21
H -1.758 -1.557 -2.542 0.22
H -0.272 0.257 -1.792 0.17
H -1.829 0.359 -0.980 0.19
H 1.435 -0.751 1.333 0.24
H 1.116 -1.762 -0.058 0.22
H 1.953 1.882 0.638 0.24
H 2.987 2.005 -0.832 0.24
H 1.197 1.938 -0.958 0.23
H -0.383 1.078 0.720 0.46
C -1.430 -0.076 2.208 0.67
O -0.958 -0.713 3.130 -0.53
H -2.442 -0.259 1.794 0.15
O -1.126 1.595 2.091 -0.85
H -1.961 2.088 1.819 0.48
```


# 5
This record from the OMol25 dataset describes C6H13NO3 as an isolated structure. The level of theory is the ωB97M-V functional and the def2-TZVPD basis.

Calculated values
**LUMO level**: 0.59 eV
**Spin multiplicity**: 1
**Gap between HOMO and LUMO**: 9.215 eV
**E**: -516.6005 Eh
**Highest occupied orbital energy**: -8.63 eV

Geometry as XYZ:
```
23
Properties=species:S:1:pos:R:3:nbo_charge:R:1
C 1.828 0.640 -0.266 -0.14
C 0.829 0.185 0.682 -0.10
C -1.221 1.480 0.007 -0.18
C -1.943 0.159 -0.439 -0.46
C -0.992 -0.954 -0.752 0.05
C 0.027 -1.201 0.370 0.11
H 3.262 -0.365 0.245 0.43
H 2.273 1.651 -0.182 0.20
H 1.191 0.869 -1.289 0.22
H 1.170 0.195 1.786 0.20
H -0.638 1.340 2.075 0.36
H -1.681 2.346 -0.222 0.23
H -0.420 1.988 -1.000 0.13
H -2.629 -0.197 0.313 0.23
H -2.572 0.199 -1.283 0.23
H -1.188 -1.871 -0.914 0.18
H 0.537 -1.276 -2.053 0.49
H 0.797 -2.070 0.053 0.18
H -0.134 -1.509 2.555 0.47
N -0.164 1.300 0.971 -0.66
O 2.775 -0.459 -0.354 -0.68
O -0.369 -0.751 -1.889 -0.72
O -0.733 -1.700 1.585 -0.75
```


# 6
This record from the OMol25 dataset describes C6H13NO3 as an isolated structure. The level of theory is the ωB97M-V functional and the def2-TZVPD basis.

Calculated values
**LUMO level**: 0.70 eV
**Spin multiplicity**: 1
**Gap between HOMO and LUMO**: 9.766 eV
**E**: -516.7398 Eh
**Highest occupied orbital energy**: -9.06 eV

Geometry as XYZ:
```
23
Properties=species:S:1:pos:R:3:nbo_charge:R:1
C 1.984 -2.941 1.109 -0.24
O 0.833 -2.133 1.094 -0.55
C 0.889 -1.086 0.160 -0.08
C -0.415 -0.310 0.287 0.10
O -0.677 -0.021 1.644 -0.72
C -0.380 1.021 -0.471 -0.34
C -0.112 0.858 -1.974 -0.60
C -1.664 1.750 -0.269 0.55
N -2.855 1.765 -0.553 -0.60
H 2.880 -2.352 1.370 0.17
H 1.834 -3.720 1.864 0.20
H 2.148 -3.416 0.126 0.17
H 1.752 -0.426 0.372 0.17
H 1.004 -1.487 -0.861 0.18
H -1.227 -0.934 -0.127 0.17
H -0.447 -0.802 2.158 0.49
H 0.417 1.636 -0.023 0.24
H 0.933 0.574 -2.147 0.21
H -0.765 0.087 -2.407 0.22
H -0.298 1.802 -2.503 0.24
O -1.733 3.544 0.288 -0.97
H -1.098 3.494 1.011 0.48
H -3.004 3.097 -0.147 0.51
```


# 7
This record from the OMol25 dataset describes the molecule C6H13NO4. The level of theory is the ωB97M-V functional and the def2-TZVPD basis.

Calculated values
**LUMO level**: 0.48 eV
**SMILES**: C[C@H]1N[C@@H](O)[C@@H](O)[C@H](O)[C@@H]1O
**Spin multiplicity**: 1
**Gap between HOMO and LUMO**: 9.681 eV
**E**: -592.0716 Eh
**Highest occupied orbital energy**: -9.20 eV

Geometry as XYZ:
```
24
Properties=species:S:1:pos:R:3:nbo_charge:R:1
C 0.589 1.895 -1.169 -0.62
C 0.882 1.071 0.145 -0.07
C -1.460 0.213 0.782 0.23
C -1.082 -1.136 0.268 0.04
C 0.240 -1.225 -0.589 0.05
C 1.362 -0.320 -0.153 0.06
H 1.501 2.299 -1.563 0.21
H 0.136 1.260 -1.926 0.21
H -0.103 2.667 -0.869 0.22
H 1.682 1.589 0.653 0.20
H 0.128 0.956 2.085 0.38
H -2.093 0.189 1.686 0.17
H -2.464 1.613 -0.277 0.50
H -0.597 -1.727 1.095 0.17
H -2.735 -1.144 -0.437 0.48
H -0.114 -0.946 -1.528 0.18
H 1.258 -2.634 0.140 0.47
H 2.271 -0.381 -0.815 0.20
H 2.651 -0.675 1.346 0.48
N -0.293 1.094 1.101 -0.66
O -2.089 0.714 -0.285 -0.75
O -2.172 -1.910 -0.126 -0.68
O 0.838 -2.513 -0.690 -0.70
O 1.665 -0.950 1.123 -0.76
```


# 8
This record from the OMol25 dataset describes the molecule C6H13NOS. The level of theory is the ωB97M-V functional and the def2-TZVPD basis.

Calculated values
**LUMO level (spin up / spin down)**: 0.78 / -1.92 eV
**Expectation value of S²**: 2.005
**Spin multiplicity**: 3
**Gap between HOMO and LUMO (spin up / spin down)**: 5.794 / 6.387 eV
**E**: -764.4050 Eh
**Highest occupied orbital energy (spin up / spin down)**: -5.02 / -8.31 eV

Geometry as XYZ:
```
22
Properties=species:S:1:pos:R:3:nbo_charge:R:1
C -0.523 -0.668 0.009 -0.24
C -1.083 1.411 0.876 -0.61
C -0.091 -0.297 2.411 -0.66
C 0.553 0.565 -1.713 -0.41
C -0.741 -1.343 -2.398 -0.40
C 0.037 0.428 1.075 0.24
N -0.180 -0.542 -1.331 -0.46
O 1.298 0.886 0.836 -0.68
S -1.388 -2.020 0.324 0.22
H -1.234 1.829 -0.188 0.22
H -2.109 0.795 1.032 0.22
H -0.961 2.175 1.499 0.20
H -1.171 -0.392 2.647 0.23
H 0.330 -1.338 2.339 0.22
H 0.382 0.135 3.298 0.22
H 0.551 1.448 -1.016 0.23
H 1.634 0.260 -1.769 0.18
H 0.237 1.070 -2.659 0.19
H -1.238 -2.254 -1.993 0.21
H -1.513 -0.807 -2.989 0.19
H 0.086 -1.713 -3.088 0.20
H 1.826 0.223 1.183 0.47
```


# 9
This record from the OMol25 dataset describes a 2-piece molecular cluster, C6H13NP overall. The level of theory is the ωB97M-V functional and the def2-TZVPD basis.

Calculated values
**LUMO level**: -5.56 eV
**Spin multiplicity**: 1
**Gap between HOMO and LUMO**: 8.203 eV
**E**: -632.1249 Eh
**Charge**: +1
**Highest occupied orbital energy**: -13.76 eV

Geometry as XYZ:
```
21
Properties=species:S:1:pos:R:3:nbo_charge:R:1
C -2.190 2.045 0.755 -0.32
C 2.509 -1.049 0.728 -0.19
C -1.161 1.296 0.598 -0.22
C 1.645 -0.040 0.315 -0.39
C -0.505 0.951 -0.679 -0.56
C 0.520 -0.086 -0.591 0.09
N -0.883 -1.531 0.546 -0.97
P 0.740 -1.411 -1.778 0.38
H -2.533 2.337 1.668 0.22
H -2.768 2.369 -0.133 0.20
H 3.431 -0.877 1.326 0.25
H 2.256 -2.027 0.528 0.20
H -0.508 1.059 1.457 0.20
H 2.001 0.918 0.726 0.26
H -1.114 1.122 -1.570 0.27
H 0.302 1.804 -0.685 0.29
H -0.199 -1.768 1.221 0.40
H -1.195 -2.228 -0.206 0.42
H -1.630 -1.022 1.016 0.41
H -0.438 -1.122 -2.575 0.01
H 1.719 -0.740 -2.667 0.06
```


# 10
This record from the OMol25 dataset describes the molecule C6H13NS2Si. The level of theory is the ωB97M-V functional and the def2-TZVPD basis.

Calculated values
**LUMO level**: 0.58 eV
**SMILES**: C[Si](C)(C)N1SCCC1=S
**Spin multiplicity**: 1
**Gap between HOMO and LUMO**: 8.468 eV
**E**: -1377.0481 Eh
**Highest occupied orbital energy**: -7.89 eV

Geometry as XYZ:
```
23
Properties=species:S:1:pos:R:3:nbo_charge:R:1
C 1.406 0.780 0.028 0.11
C 2.768 0.296 0.312 -0.48
C 2.937 -1.131 -0.231 -0.56
C -1.680 0.718 -1.825 -1.10
C -1.889 1.225 1.347 -1.11
C -1.797 -1.653 0.314 -1.21
N 0.521 -0.171 -0.107 -0.86
Si -1.319 0.042 -0.042 1.80
S 1.103 2.387 0.132 -0.20
S 1.231 -1.726 -0.170 0.40
H 3.656 0.895 0.033 0.26
H 2.919 0.343 1.493 0.25
H 3.440 -1.186 -1.196 0.22
H 3.631 -1.678 0.536 0.24
H -2.256 1.608 -1.566 0.24
H -0.756 1.001 -2.267 0.25
H -2.184 0.066 -2.592 0.24
H -2.370 2.029 0.809 0.24
H -2.555 0.654 1.961 0.23
H -1.079 1.735 1.917 0.27
H -1.725 -2.089 1.355 0.27
H -2.840 -1.858 0.139 0.26
H -1.162 -2.289 -0.382 0.25
```


# 11
This record from the OMol25 dataset describes a 2-piece molecular cluster, C6H13O overall. The level of theory is the ωB97M-V functional and the def2-TZVPD basis.

Calculated values
**LUMO level**: 3.23 eV
**Spin multiplicity**: 1
**Gap between HOMO and LUMO**: 5.116 eV
**E**: -311.4145 Eh
**Charge**: -1
**Highest occupied orbital energy**: -1.89 eV

Geometry as XYZ:
```
20
Properties=species:S:1:pos:R:3:nbo_charge:R:1
C -2.699 0.303 -1.377 -0.20
O -3.074 -0.960 -1.034 -0.99
C 1.366 0.899 -0.422 -0.16
C 1.470 -0.058 0.635 -0.32
C 1.771 1.257 1.304 -0.64
C 0.051 -0.537 0.629 -0.40
C -0.113 -1.712 -0.357 -0.62
H -3.150 0.727 -2.352 0.06
H -3.078 1.035 -0.638 0.08
H 2.254 1.189 -0.927 0.10
H -1.578 0.405 -1.433 0.09
H 2.235 -0.840 0.874 0.19
H 2.401 1.954 0.803 0.27
H 0.834 1.672 1.808 0.24
H 2.442 1.014 2.214 0.24
H -0.638 0.239 0.357 0.25
H -0.211 -0.749 1.643 0.17
H 0.709 -1.482 -1.060 0.17
H 0.073 -2.659 0.125 0.18
H -1.064 -1.696 -0.792 0.29
```


# 12
This record from the OMol25 dataset describes an isolated ion of composition C6H13O and charge -1. The level of theory is the ωB97M-V functional and the def2-TZVPD basis.

Calculated values
**LUMO level**: 3.89 eV
**SMILES**: CC[C@@H](C)CC[O-]
**Spin multiplicity**: 1
**Gap between HOMO and LUMO**: 6.075 eV
**E**: -311.6140 Eh
**Charge**: -1
**Highest occupied orbital energy**: -2.18 eV

Geometry as XYZ:
```
20
Properties=species:S:1:pos:R:3:nbo_charge:R:1
C 0.364 0.445 2.171 0.00
O 1.244 -0.529 1.940 -0.94
C -0.654 0.751 1.047 -0.42
C -0.139 0.497 -0.374 -0.22
C -0.846 1.254 -1.502 -0.61
C -0.075 -1.007 -0.641 -0.42
C 0.278 -1.593 -2.008 -0.60
H 0.841 1.423 2.526 0.05
H -0.280 0.386 3.116 0.05
H -1.051 1.783 1.062 0.17
H -1.552 0.147 1.196 0.16
H 0.860 0.961 -0.338 0.19
H -0.165 1.421 -2.335 0.19
H -1.090 2.267 -1.152 0.20
H -1.683 0.698 -1.942 0.18
H 0.447 -1.499 0.184 0.28
H -1.145 -1.246 -0.586 0.16
H -0.206 -1.069 -2.828 0.18
H 1.332 -1.698 -2.288 0.19
H -0.140 -2.603 -2.051 0.19
```